Computed, not measured: a 3-piece molecular cluster, C4H16NO2 overall, with wB97M-V/def2-TZVPD.

Computed properties:
F_max, hartree/bohr: 0.0411
2S+1: 1
M, g mol⁻¹: 110.18
Energy, eV: -9986.283
Charge: +1
Frontier orbital gap, eV: 12.041
HOMO energy, Ha: -0.550

Atoms and positions in Å:
C (-0.5265, -0.6093, 0.9362)
C (-0.8316, -1.4061, -0.3459)
C (-1.5968, -0.5222, -1.3914)
C (-0.8571, 0.7292, -1.8882)
N (0.8869, -0.0673, 0.9957)
H (-1.2379, 0.1697, 1.1438)
H (-0.5874, -1.3450, 1.7582)
H (-0.0215, -1.9203, -0.8680)
H (-1.5054, -2.1911, -0.0076)
H (-1.8015, -1.2027, -2.2386)
H (-2.4863, -0.1282, -0.8910)
H (-0.6693, 1.2713, -0.9547)
H (-1.5281, 1.3321, -2.4953)
H (0.1194, 0.6098, -2.3219)
H (1.5407, -0.8308, 1.1564)
H (0.9451, 0.8348, 1.5037)
H (1.2812, 0.2866, 0.0899)
H (3.2540, 0.1089, -1.5443)
H (1.9517, -0.6983, -1.7787)
O (2.4776, -0.2500, -1.1106)
H (0.3315, 2.6504, 3.5612)
H (0.5291, 1.2958, 3.7223)
O (0.3323, 1.8827, 2.9690)

Cartesian forces (eV/Å) of the 2 atoms listed first:
C 1.09 -1.79 0.14
C -1.14 1.34 -0.52

Mulliken atomic charge list, values in e, 5 entries:
1 C -0.861
2 C -0.478
3 C -0.412
4 C -0.956
5 N -0.205